Density functional theory data (wB97M-V/def2-TZVPD) for a molecular structure, C23H31N3O9PZr in a non-equilibrium geometry.

E_tot = -57826.1678 eV
LUMO = -3.551 eV
Charge = +1

Positions of all 68 atoms, in Å:
Zr  -0.68946  0.14455  1.34074
O  -4.59113  -1.36296  1.82423
C  -3.37451  -1.26113  1.78581
O  -2.74030  -0.18772  1.31822
C  -2.40001  -2.26701  2.25400
C  -2.64736  -3.58896  2.65209
C  -1.55035  -4.42409  3.01133
C  -0.22903  -3.92191  3.08279
C  -0.03698  -2.57904  2.69585
N  -1.11354  -1.85665  2.22717
C  1.22582  -1.79890  2.67645
O  2.31709  -2.25413  2.95313
O  1.00592  -0.52169  2.35719
H  -3.64132  -4.00441  2.69781
H  -1.74611  -5.45544  3.24809
H  0.58634  -4.52964  3.42940
C  -1.50726  2.39697  5.19075
C  -0.67159  2.25854  3.97148
O  -1.02502  1.41264  3.09220
N  0.40641  3.07159  3.84959
C  1.51597  2.77781  2.89204
C  1.18587  3.20327  1.49820
C  2.05050  3.99298  0.73772
C  1.65227  4.43723  -0.52466
C  0.38048  4.10274  -0.99701
C  -0.41825  3.33829  -0.17332
N  0.06259  2.69769  0.91981
H  -1.77589  1.41494  5.62162
H  -2.43033  2.93594  4.90617
H  -1.06442  2.99232  5.97826
H  0.62718  3.67658  4.63119
H  1.71480  1.69581  2.89269
H  2.39213  3.35065  3.25230
H  3.00695  4.33415  1.12478
H  2.30882  5.10515  -1.09289
H  0.04224  4.46227  -1.97597
H  -1.48783  3.15576  -0.37337
C  -1.20091  -2.28251  -4.48487
C  -1.76288  -1.42002  -3.35677
C  -2.55713  -0.20461  -3.77102
C  -2.56495  -2.30484  -2.43250
O  -0.61340  -0.94474  -2.64255
P  0.01872  -0.28613  -1.41960
O  0.24125  -1.25828  -0.27683
O  -0.82997  0.85388  -0.79651
O  1.27544  0.35820  -2.08783
C  2.68329  -0.21803  -2.36338
C  2.57015  -1.60067  -3.01611
C  3.31962  -0.25624  -0.95452
C  3.37297  0.80695  -3.25207
H  -1.96547  -2.58239  -5.19733
H  -0.82247  -3.21036  -4.06772
H  -0.38566  -1.78038  -4.99924
H  -3.38485  -0.49415  -4.38654
H  -1.91824  0.53608  -4.24766
H  -2.96934  0.25792  -2.86634
H  -3.41467  -2.62514  -3.02114
H  -2.95977  -1.76973  -1.56800
H  -1.98959  -3.17678  -2.07308
H  2.03691  -2.30212  -2.37178
H  3.55650  -1.95519  -3.20634
H  2.03658  -1.48319  -3.94811
H  2.75273  -0.93453  -0.30146
H  3.21733  0.72842  -0.47297
H  4.36129  -0.47697  -1.03499
H  2.84498  0.82843  -4.20999
H  4.39932  0.49103  -3.40689
H  3.31157  1.76190  -2.74175